Record 1
Formula: C3H9N2
Source: OMol25
Level of theory: ωB97M-V with the def2-TZVPD basis set

Computed properties:
Energy above the lowest of the compared OMol25 structures with the same formula, charge and spin   6.27 kcal/mol
E_HOMO (spin up / spin down)   -5.8492 / -9.3069 eV
Calculated total energy   -6234.9774 eV
Gap between HOMO and LUMO (spin up / spin down)   0.25112 / 0.37495 hartree
Strongest force on any atom   0.906 eV Å⁻¹
Expectation value of S²   0.75

Geometry as ORCA input:
```
! wB97M-V def2-TZVPD RIJCOSX def2/J DEFGRID3
* xyz 0 2
C 1.1398 -0.0352 -0.0814
N 1.4755 -0.3206 1.2622
H 1.4348 -0.8743 -0.7079
H 1.6449 0.8761 -0.4111
H 1.3689 0.3976 1.9585
H 1.1456 -1.2126 1.5945
C -1.3142 -0.1353 0.5232
C -0.5445 0.4735 -1.7022
N -0.2733 0.1854 -0.3959
H -2.0432 0.6892 0.6358
H -0.9000 -0.2670 1.5207
H -1.8834 -1.0169 0.2193
H 0.2643 0.4138 -2.4214
H -1.5153 0.8264 -1.9945
*
```

---

Record 2
Formula: C3H9N2
Source: OMol25
Level of theory: ωB97M-V with the def2-TZVPD basis set

Computed properties:
Energy above the lowest of the compared OMol25 structures with the same formula, charge and spin   85.85 kcal/mol
E_HOMO   -13.0915 eV
Calculated total energy   -6227.3257 eV
Gap between HOMO and LUMO   0.34763 hartree
Strongest force on any atom   2.928 eV Å⁻¹

Geometry as ORCA input:
```
! wB97M-V def2-TZVPD RIJCOSX def2/J DEFGRID3
* xyz 1 1
C -1.9470 0.3214 -0.7374
C -1.7789 0.4942 0.7331
C -0.9821 -0.3641 0.1620
N 1.7266 0.5743 0.0937
N -0.0612 -1.4603 0.2406
H -3.0385 -0.0563 -1.0734
H -1.4487 1.0098 -1.4481
H -2.2895 1.0680 1.4645
H 2.7365 0.4530 0.0698
H 1.2065 0.8987 -0.8001
H 1.6285 1.3200 0.7537
H -0.2686 -2.0328 1.1504
H 1.2105 -0.4415 0.4341
H -0.3199 -2.0265 -0.5558
*
```

---

Record 3
Formula: C3H9N2
Source: OMol25
Level of theory: ωB97M-V with the def2-TZVPD basis set

Computed properties:
Energy above the lowest of the compared OMol25 structures with the same formula, charge and spin   158.14 kcal/mol
E_HOMO (spin up / spin down)   -15.2314 / -15.2309 eV
Calculated total energy   -6224.1907 eV
Gap between HOMO and LUMO (spin up / spin down)   0.34840 / 0.34837 hartree
Strongest force on any atom   5.627 eV Å⁻¹

Geometry as ORCA input:
```
! wB97M-V def2-TZVPD RIJCOSX def2/J DEFGRID3
* xyz 1 1
C 0.4825 1.2573 -0.6250
C -0.9471 -0.8946 -0.8309
C 0.7534 -0.5916 0.9080
N -0.6710 1.2374 0.2073
N -0.0217 0.0523 -0.1003
H 0.3240 1.7754 -1.6057
H 1.3711 1.5014 -0.1503
H -0.3126 -1.6358 -1.3423
H -1.6678 -1.4562 -0.1605
H -1.3926 -0.2842 -1.6083
H 1.0798 0.0117 1.7845
H 0.1311 -1.4938 1.3059
H 1.6254 -0.9961 0.3025
H -0.7545 1.5169 1.9150
*
```

---

Record 4
Formula: C3H9N2O
Source: OMol25
Level of theory: ωB97M-V with the def2-TZVPD basis set

Computed properties:
Energy above the lowest of the compared OMol25 structures with the same formula, charge and spin   97.28 kcal/mol
E_HOMO   -1.4846 eV
Calculated total energy   -8280.7221 eV
Gap between HOMO and LUMO   0.21543 hartree
Strongest force on any atom   2.853 eV Å⁻¹

Geometry as ORCA input:
```
! wB97M-V def2-TZVPD RIJCOSX def2/J DEFGRID3
* xyz -1 1
C 0.8211 0.1183 1.4722
C 0.7887 -1.1767 -0.6283
C -1.1614 1.2157 -0.7165
N 0.1448 -0.5769 0.4556
N -1.1988 -0.0385 0.1065
O -1.8270 -0.9617 -0.6878
H 0.2148 0.3216 2.4595
H 1.6151 -0.5906 1.8027
H 1.2099 1.0522 1.0352
H -0.0646 -1.3369 -1.2716
H 1.6760 -0.6058 -1.0344
H 1.0811 -2.1687 -0.3302
H -0.3132 1.8946 -0.2670
H -0.7766 1.1404 -1.7184
H -2.2099 1.7128 -0.6775
*
```

---

Record 5
Formula: C3H9N2O
Source: OMol25
Level of theory: ωB97M-V with the def2-TZVPD basis set

Computed properties:
Energy above the lowest of the compared OMol25 structures with the same formula, charge and spin   59.93 kcal/mol
E_HOMO   -15.5107 eV
Calculated total energy   -8276.4750 eV
Gap between HOMO and LUMO   0.41362 hartree
Strongest force on any atom   5.107 eV Å⁻¹

Geometry as ORCA input:
```
! wB97M-V def2-TZVPD RIJCOSX def2/J DEFGRID3
* xyz 1 1
C -0.5958 0.0216 -0.4189
C -1.1230 -1.4508 -0.4600
C 1.8963 0.4472 -0.0093
N -1.4232 0.9217 0.4219
N 0.6249 -0.1370 0.3692
O -0.6792 -2.2635 0.3238
H -0.4459 0.5187 -1.3587
H -2.0125 -1.6796 -1.1235
H 1.6653 1.3613 -0.3547
H 2.4965 0.5013 0.9274
H 2.5573 -0.1467 -0.7171
H -1.3648 1.8315 0.0395
H -2.4776 0.6334 0.4379
H 0.3330 0.5476 1.1526
H 0.5486 -1.1065 0.7700
*
```

---

Record 6
Formula: C3H9N2O
Source: OMol25
Level of theory: ωB97M-V with the def2-TZVPD basis set

Computed properties:
Energy above the lowest of the compared OMol25 structures with the same formula, charge and spin   135.00 kcal/mol
E_HOMO   -13.5148 eV
Calculated total energy   -8273.2196 eV
Gap between HOMO and LUMO   0.32835 hartree
Strongest force on any atom   5.140 eV Å⁻¹

Geometry as ORCA input:
```
! wB97M-V def2-TZVPD RIJCOSX def2/J DEFGRID3
* xyz 1 1
C -0.2197 1.4427 0.2852
C -0.5204 -1.0668 0.6059
C 1.1606 -0.4456 -0.9091
N 2.3753 -0.1132 0.4274
N -0.0993 0.0270 -0.3107
O 3.5014 -0.1533 0.1611
H 0.2521 1.3116 1.3281
H 0.1963 2.2261 -0.4327
H -1.3434 1.8129 0.4263
H -1.1143 -0.7866 1.3544
H -1.0442 -1.9214 0.0978
H 0.4811 -1.5149 1.0131
H 1.2847 0.0479 -1.8358
H 1.2721 -1.4960 -0.9632
H -0.6324 -0.0605 -1.1754
*
```

---

Record 7
Formula: C3H9N2O
Source: OMol25
Level of theory: ωB97M-V with the def2-TZVPD basis set

Computed properties:
Energy above the lowest of the compared OMol25 structures with the same formula, charge and spin   76.64 kcal/mol
E_HOMO   -15.0570 eV
Calculated total energy   -8275.7507 eV
Gap between HOMO and LUMO   0.42816 hartree
Strongest force on any atom   5.551 eV Å⁻¹

Geometry as ORCA input:
```
! wB97M-V def2-TZVPD RIJCOSX def2/J DEFGRID3
* xyz 1 1
C 0.1811 -0.4716 0.9265
C -0.3119 -0.0077 -0.3723
C -0.3454 0.2260 2.0992
N -0.9772 0.9614 -0.8978
N 1.0114 -0.5351 -1.6126
O -0.7643 -1.2238 0.0448
H 1.2709 -0.8346 0.8627
H -1.4173 0.5089 1.7934
H 0.3088 1.0886 2.3581
H -0.4066 -0.3264 3.0267
H -0.3683 1.7500 -1.1122
H -1.9307 0.8777 -1.2098
H 0.8598 -1.4676 -2.2106
H 1.8960 -0.6340 -1.2132
H 0.9938 0.0882 -2.4830
*
```

---

Record 8
Formula: C3H9N2O2
Source: OMol25
Level of theory: ωB97M-V with the def2-TZVPD basis set

Computed properties:
Energy above the lowest of the compared OMol25 structures with the same formula, charge and spin   37.59 kcal/mol
E_HOMO   -14.7836 eV
Calculated total energy   -10325.2218 eV
Gap between HOMO and LUMO   0.41754 hartree
Strongest force on any atom   3.068 eV Å⁻¹

Geometry as ORCA input:
```
! wB97M-V def2-TZVPD RIJCOSX def2/J DEFGRID3
* xyz 1 1
N -1.0186 0.9326 2.1025
C 0.0578 0.8526 1.2608
O -0.1417 1.4832 0.0460
O 1.1180 0.2594 1.5471
H -1.0564 0.2587 2.8328
H -1.9098 1.2933 1.8092
H -0.5461 2.3182 0.2964
C -0.2017 -1.6292 -1.6605
C -0.7426 -0.7258 -2.4751
N 0.9766 -1.2274 -0.8694
H -0.4859 -2.6780 -1.5021
H -1.4163 -0.9864 -3.2944
H -0.5801 0.3211 -2.1969
H 1.5296 -0.5683 -1.4191
H 0.7339 -0.7714 0.0303
H 1.5334 -2.0495 -0.6840
*
```

---

Record 9
Formula: C3H9N2O2P
Source: OMol25
Level of theory: ωB97M-V with the def2-TZVPD basis set

Computed properties:
Energy above the lowest of the compared OMol25 structures with the same formula, charge and spin   28.16 kcal/mol
E_HOMO   -9.9313 eV
Calculated total energy   -19622.1664 eV
Gap between HOMO and LUMO   0.38575 hartree
Strongest force on any atom   6.910 eV Å⁻¹

Geometry as ORCA input:
```
! wB97M-V def2-TZVPD RIJCOSX def2/J DEFGRID3
* xyz 0 1
C -0.1280 1.7545 -0.7308
C -0.5012 -2.1773 0.0873
C 0.9929 -0.4050 1.7480
N -0.9385 2.7036 -1.2772
N -0.6287 0.4398 -0.5093
O 1.0587 1.8705 -0.4438
O 1.8127 -0.9334 -0.8162
P 0.7055 -0.6877 0.0174
H -1.2667 -1.6875 0.6447
H -0.7597 -2.5990 -0.8599
H -0.1939 -2.8747 0.8216
H 0.1534 -0.3936 2.4261
H 1.5303 -1.3237 1.9658
H 1.5665 0.5435 1.9544
H -1.8387 2.3960 -1.7591
H -0.4923 3.3368 -1.9610
H -1.0723 0.0374 -1.3078
*
```

---

Record 10
Formula: C3H9N2O2S
Source: OMol25
Level of theory: ωB97M-V with the def2-TZVPD basis set

Computed properties:
Energy above the lowest of the compared OMol25 structures with the same formula, charge and spin   154.77 kcal/mol
E_HOMO   -4.0436 eV
Calculated total energy   -21163.4961 eV
Gap between HOMO and LUMO   0.11435 hartree
Strongest force on any atom   4.877 eV Å⁻¹

Geometry as ORCA input:
```
! wB97M-V def2-TZVPD RIJCOSX def2/J DEFGRID3
* xyz -1 1
N -0.7424 0.9278 -2.3269
C -1.0597 1.5837 -1.0906
C 0.0697 1.4837 -0.0636
S -0.2889 2.3552 1.4715
C -0.1073 -2.3947 0.7579
N 0.8427 -2.9795 0.0270
O -0.4630 -2.5738 1.9549
H -0.6700 1.5717 -3.0714
H -1.2877 2.6689 -1.2172
H -1.9029 1.0886 -0.6680
H 1.0059 1.8768 -0.4719
H 0.2175 0.4360 0.1007
H -0.5907 -1.5715 0.1908
H 1.2440 -3.6694 0.6422
H 1.4155 -1.6438 -1.0772
H 0.9390 -0.3865 -1.9581
O 1.7297 -0.8923 -1.6469
*
```

---

Record 11
Formula: C3H9N2O2S
Source: OMol25
Level of theory: ωB97M-V with the def2-TZVPD basis set

Computed properties:
Energy above the lowest of the compared OMol25 structures with the same formula, charge and spin   70.35 kcal/mol
E_HOMO   -13.9921 eV
Calculated total energy   -21157.7814 eV
Gap between HOMO and LUMO   0.33848 hartree
Strongest force on any atom   3.091 eV Å⁻¹

Geometry as ORCA input:
```
! wB97M-V def2-TZVPD RIJCOSX def2/J DEFGRID3
* xyz 1 1
C -1.0693 0.9878 0.4343
C 0.4176 0.6389 -0.4224
C 1.5796 -0.2819 -0.1263
N -1.5698 -0.1922 1.0820
N 1.2669 -1.5701 -0.1200
O -1.8461 1.6108 -0.5723
O -1.5153 -1.1758 -0.0104
S 3.1758 0.2036 0.3615
H 0.7804 1.6868 -0.6250
H -0.0504 0.0615 -1.2061
H -0.8533 1.7816 1.2414
H -1.0807 -0.6181 1.8598
H 1.8625 -2.3516 -0.2875
H -2.0986 0.9223 -1.1593
H 0.2698 -1.5773 -0.2891
H -2.3325 -1.6117 0.0068
H 3.0635 1.4853 -0.1675
*
```

---

Record 12
Formula: C3H9N2O3
Source: OMol25
Level of theory: ωB97M-V with the def2-TZVPD basis set

Computed properties:
Energy above the lowest of the compared OMol25 structures with the same formula, charge and spin   117.47 kcal/mol
E_HOMO   -14.7402 eV
Calculated total energy   -12369.0763 eV
Gap between HOMO and LUMO   0.42900 hartree
Strongest force on any atom   4.631 eV Å⁻¹

Geometry as ORCA input:
```
! wB97M-V def2-TZVPD RIJCOSX def2/J DEFGRID3
* xyz 1 1
C -0.5662 2.1277 -0.5567
C 1.5245 -1.3748 -0.8625
C 0.4484 -2.0873 -0.5148
N -0.7363 3.2965 -1.2094
N -0.7168 -1.6767 0.2273
O 0.0117 3.1623 0.0167
O -0.7572 0.9960 -0.2737
O -0.2268 0.2677 2.3104
H 1.6347 -0.3891 -0.5723
H 2.1981 -1.8881 -1.6489
H 0.4514 -3.1195 -0.7288
H -0.1368 3.5149 -1.8991
H -1.2140 -2.4796 0.5022
H -1.2224 -1.0080 -0.2973
H -0.3301 -1.1269 1.0114
H -0.8840 0.9299 2.0438
H 0.5217 0.8548 2.4517
*
```